# C5H15B2N3

An isolated molecule of C5H15B2N3 (the ωB97M-V functional and the def2-TZVPD basis, OMol25).

Computed properties:
Total charge: 0
HOMO-LUMO gap in eV: 6.84
E_LUMO in Eh: 0.0019
ΔE to the lowest compared entry with this formula, charge and spin in eV: 4.041
Spin multiplicity: 1
Max |F| in Eh/bohr: 0.1616

Structure (XYZ):
```
25
Properties=species:S:1:pos:R:3:forces:R:3:lowdin_charge:R:1
B 0.8757 -0.7741 0.0951 3.1562 -3.9178 -6.6114 -0.47
B 0.0742 0.3950 1.1601 -3.4775 5.2929 2.0317 -0.54
N 1.4786 0.4205 0.7535 -3.9622 -2.6258 2.0766 0.13
N -0.4948 -0.7993 -0.5703 5.5482 -3.3388 -2.1288 -0.05
N -1.0560 0.0293 0.2664 -1.9527 3.8920 5.4033 -0.09
C 1.9062 -1.7564 -0.6370 -0.1752 -1.0131 0.4690 -0.01
C -0.3698 1.1047 2.4875 0.6579 -0.1521 0.5279 0.00
C 1.9527 1.2774 -0.2962 -1.1814 0.6805 -0.9733 -0.05
C -1.2256 -1.4883 -1.6155 -0.2706 -0.0830 0.3729 -0.03
C -2.2409 0.8232 0.0600 -0.4974 -0.5307 -0.2713 -0.04
H 2.1050 -1.2123 -1.5584 -0.1682 -0.4284 -0.5608 0.06
H 2.9069 -2.1445 -0.3284 -0.8800 0.7581 0.5530 0.07
H 1.2742 -2.6461 -0.7651 0.4252 -0.0702 -0.8511 0.05
H 0.5695 1.0631 3.0519 -0.5688 0.2163 0.7303 0.07
H -0.5275 2.1455 2.2413 0.2949 0.6944 -0.2953 0.06
H -1.2922 0.8839 3.0456 0.5520 -0.6076 -0.1231 0.07
H 1.6380 0.8622 -1.2546 0.4946 0.3393 -0.4116 0.09
H 1.4070 2.2200 -0.1964 0.3776 0.2220 -0.1192 0.10
H 3.0074 1.4538 -0.2495 0.6022 -0.0799 0.0377 0.09
H -1.9578 -2.2267 -1.2360 0.0160 0.4383 0.1089 0.09
H -0.5909 -2.0666 -2.2830 0.4151 0.3326 0.1416 0.08
H -1.7468 -0.7191 -2.2112 0.0490 -0.4648 0.1012 0.09
H -3.1928 0.3114 0.3314 0.5250 0.0325 -0.2649 0.09
H -2.3129 1.1456 -0.9831 -0.0700 0.1780 0.0055 0.08
H -2.1872 1.6979 0.6920 0.0901 0.2353 0.0510 0.07
```
Positions in Å, forces in eV/Å.



# CH12O7

A structure of composition CH12O7 (the ωB97M-V functional and the def2-TZVPD basis, OMol25).

Computed properties:
Total charge: 0
HOMO-LUMO gap in eV: 10.80
E_LUMO in Eh: 0.0040
ΔE to the lowest compared entry with this formula, charge and spin in eV: 2.267
Spin multiplicity: 1
Max |F| in Eh/bohr: 0.1086

Structure (XYZ):
```
20
Properties=species:S:1:pos:R:3:forces:R:3:lowdin_charge:R:1
H -0.4409 -0.5706 -2.6816 2.2895 0.1028 0.9072 0.08
O -1.6293 -0.1653 -2.4273 -0.6726 2.3785 -1.1034 0.02
O 0.7018 -0.7109 -2.4288 -1.1422 -1.6058 -1.1566 0.02
H -1.2569 0.6004 -1.8649 -0.5578 -0.9742 -0.8133 0.12
H -1.9616 0.2808 -3.2767 0.4994 -0.8362 1.7990 0.15
C 1.1997 0.0582 -1.5417 -2.4890 2.0017 -1.3575 -0.40
H 2.0201 -0.3143 -1.0383 1.8653 -0.7055 1.0196 0.09
O 0.7230 1.1800 -1.3052 0.0909 -0.5965 0.1435 -0.03
O 0.3773 2.7512 0.7991 -0.9915 0.9336 5.4175 0.00
H -0.0002 3.5670 0.5730 -0.5377 1.4383 -0.8234 0.01
H 0.7074 2.2969 0.1105 1.4707 -2.2733 -4.4191 -0.10
O -2.8925 -0.8312 1.8081 -0.4209 2.9570 -1.6193 -0.03
H -2.3164 -1.5281 1.7569 1.7695 -4.0433 0.8923 -0.07
H -2.3281 -0.4424 1.0906 -1.3553 1.1869 0.5531 0.07
O -0.5393 -2.6843 2.2611 -0.1996 -0.0174 1.6343 -0.13
H -1.3260 -2.5625 2.9049 2.7248 -0.5054 -0.9083 0.08
H 0.3544 -2.8151 2.7262 -2.5105 0.4416 -0.5524 0.08
O 2.7636 0.1686 0.8785 -1.6576 2.5804 1.5925 -0.07
H 3.4586 0.6501 0.4826 2.3326 -0.1466 -1.3371 0.01
H 2.3855 1.0716 1.1732 -0.5079 -2.3166 0.1313 0.09
```
Positions in Å, forces in eV/Å.



# ClO2PS

A cluster of 2 separate species, ClO2PS in total (the ωB97M-V functional and the def2-TZVPD basis, OMol25).

Computed properties:
Total charge: 0
HOMO-LUMO gap (alpha / beta) in eV: 6.75 / 6.74
E_LUMO (alpha / beta) in Eh: -0.1278 / -0.1281
ΔE to the lowest compared entry with this formula, charge and spin in eV: 4.136
Spin multiplicity: 1
Max |F| in Eh/bohr: 0.0664

Structure (XYZ):
```
5
Properties=species:S:1:pos:R:3:forces:R:3:lowdin_charge:R:1
O 1.3810 -0.8658 1.4438 -0.1437 0.4070 -0.7452 -0.37
O 0.6772 1.2422 0.2838 0.4092 1.1438 -0.1639 -0.36
P -0.8289 -1.4011 -0.4771 0.3447 3.3638 -0.4683 0.60
S 0.6330 -0.1475 0.4467 -1.4776 -2.5313 0.3723 0.37
Cl -1.8624 1.1722 -1.6972 0.8675 -2.3833 1.0051 -0.24
```
Positions in Å, forces in eV/Å.



# C31H50ClPTeYb

A structure of composition C31H50ClPTeYb (the ωB97M-V functional and the def2-TZVPD basis, OMol25).

Computed properties:
Total charge: -1
HOMO-LUMO gap (alpha / beta) in eV: 2.87 / 5.73
E_LUMO (alpha / beta) in Eh: 0.0911 / 0.0909
ΔE to the lowest compared entry with this formula, charge and spin in eV: 0.000
⟨S²⟩: 0.756
Spin multiplicity: 2
Max |F| in Eh/bohr: 0.0723

Structure (XYZ):
```
85
Properties=species:S:1:pos:R:3:forces:R:3:mulliken_spin:R:1
Yb -1.2905 0.7231 1.6076 0.0881 0.3970 -3.6958 -0.04
Cl -3.5818 0.0148 0.9622 -1.4729 -0.1406 -0.4225 0.00
P -0.2432 0.2081 -1.2192 -0.2917 0.0650 -0.0518 -0.09
C -0.6746 1.3243 3.5427 0.3568 0.3274 1.7571 0.02
H 0.3130 1.7291 3.7653 -0.4044 0.0116 0.3520 0.01
H -1.4775 1.7288 4.1701 0.3336 -0.1764 0.4387 0.00
C 1.1528 -0.6172 -2.1524 -0.3132 0.0682 0.2331 -0.03
C -0.2369 2.0422 -1.6326 -0.0773 -0.5292 -0.0582 -0.02
C 2.5123 0.0389 -1.8544 0.1795 -0.1462 0.0866 0.01
H 1.1584 -1.6150 -1.6711 0.0757 0.2336 -0.0791 0.05
C 3.6571 -0.8729 -2.3302 -0.1909 -0.0097 0.1377 0.02
H 2.5870 1.0059 -2.3755 -0.0073 -0.2809 0.1452 0.01
H 2.6223 0.2428 -0.7772 -0.0153 -0.0736 -0.3025 -0.01
C 3.5085 -1.2889 -3.7993 0.0082 0.1553 0.0004 0.01
H 4.6150 -0.3595 -2.1797 -0.1240 -0.1439 -0.0150 -0.01
H 3.6715 -1.7703 -1.6956 -0.0140 0.1389 -0.0525 0.00
C 2.0999 -1.7783 -4.1559 -0.0391 -0.0363 0.0708 0.00
H 3.7639 -0.4322 -4.4371 -0.0587 -0.0364 0.0228 0.00
H 4.2354 -2.0779 -4.0258 -0.0469 0.1214 -0.0471 0.00
C 0.9891 -0.8440 -3.6574 0.1584 0.0143 -0.1509 0.01
H 2.0102 -1.9053 -5.2407 0.0556 -0.0482 0.0779 0.00
H 1.9420 -2.7674 -3.7046 -0.0005 0.0682 -0.0364 0.00
H 1.0423 0.1174 -4.1904 0.0192 -0.2279 0.0916 0.00
H 0.0126 -1.2856 -3.8902 0.3139 0.1035 0.0415 0.00
C -1.8540 -0.4218 -1.9648 0.1884 0.4227 0.3495 0.01
C 0.2634 2.4097 -3.0326 -0.0810 0.4003 -0.1218 0.01
H -1.3068 2.3243 -1.5647 0.2390 -0.0439 0.0062 0.01
C 0.0750 3.9123 -3.2852 -0.0212 -0.0717 0.0161 0.00
H 1.3287 2.1581 -3.1268 -0.2750 0.1190 0.0432 0.00
H -0.2652 1.8410 -3.8111 0.1376 0.1557 0.2758 0.00
C 0.7337 4.7836 -2.2090 0.1362 -0.1299 0.0109 0.01
H 0.4835 4.1636 -4.2710 -0.0824 0.0771 0.0791 0.00
H -1.0015 4.1284 -3.3193 0.0701 -0.0241 0.0059 0.00
C 0.4021 4.3420 -0.7765 -0.1337 -0.0591 0.0162 -0.01
H 1.8226 4.7605 -2.3483 -0.0807 -0.0536 0.0164 0.00
H 0.4231 5.8253 -2.3464 0.0965 -0.0635 0.0100 0.00
C 0.5380 2.8271 -0.5563 0.0768 0.1475 -0.1036 -0.07
H 1.0509 4.8706 -0.0676 -0.1387 -0.0464 -0.0894 0.00
H -0.6306 4.6357 -0.5416 0.0845 -0.0379 -0.0268 0.00
H 1.6023 2.5432 -0.5945 -0.2525 -0.0009 0.0910 0.03
H 0.1992 2.5858 0.4732 0.2149 0.0770 -0.4301 0.01
C -1.9038 -1.9582 -1.9600 -0.0748 0.0145 -0.0262 -0.02
H -2.5912 -0.0868 -1.2020 0.3807 -0.1899 -0.4033 -0.01
C -3.3163 -2.4541 -2.3051 0.0353 0.1761 0.1141 0.00
H -1.1837 -2.3652 -2.6860 -0.1296 0.0182 0.1330 0.00
H -1.6193 -2.3458 -0.9701 -0.0037 0.1418 -0.1803 0.03
C -3.8371 -1.8478 -3.6140 0.1382 -0.0627 0.0130 0.00
H -3.3098 -3.5488 -2.3736 -0.0681 0.1233 0.0091 0.00
H -3.9876 -2.1806 -1.4786 0.1109 -0.0173 -0.1255 0.00
C -3.7072 -0.3222 -3.6580 -0.0168 0.0861 0.1470 0.00
H -3.2756 -2.2812 -4.4522 -0.0031 0.0377 0.0119 0.00
H -4.8860 -2.1309 -3.7558 0.0951 0.0081 -0.0438 0.00
C -2.2995 0.1718 -3.2985 -0.0307 -0.2325 -0.3142 0.00
H -3.9778 0.0485 -4.6530 -0.0634 -0.0341 0.0798 0.00
H -4.4134 0.1188 -2.9418 0.0414 -0.0640 -0.0685 0.00
H -1.5954 -0.1125 -4.0949 -0.2002 0.0984 0.0759 0.00
H -2.3058 1.2701 -3.2548 -0.0128 -0.2513 0.0112 0.00
C -0.0172 -1.1142 2.5836 0.4878 -1.9462 0.0059 0.32
C -0.6582 -0.2906 3.6468 -0.6360 0.9054 2.6870 -0.05
H -0.5836 -1.1986 1.6122 0.5175 -0.3529 0.2783 -0.08
C -2.0630 -0.8477 3.9824 0.1004 0.0133 0.2129 0.00
H -0.0465 -0.4531 4.5470 -0.0899 -0.2110 -0.2576 0.01
C -2.0129 -2.3742 4.2259 -0.3067 0.2805 0.1626 -0.01
H -2.3984 -0.3245 4.8962 -0.0784 -0.2576 -0.3207 -0.01
H -2.7895 -0.6032 3.1788 0.2365 -0.2760 0.4931 0.01
C -1.3047 -3.1624 3.1325 0.2895 -0.2298 -0.1362 0.02
H -1.4637 -2.5510 5.1582 -0.0156 0.0477 0.0414 0.00
H -3.0233 -2.7546 4.3881 -0.0908 -0.0098 -0.0261 -0.01
C 0.1209 -2.6106 2.9833 -0.5894 0.5355 -0.4255 -0.05
H -1.2874 -4.2389 3.3658 -0.0384 0.1808 0.1197 -0.02
H -1.8356 -3.0801 2.1657 0.1466 0.1271 0.2960 0.01
H 0.7012 -2.7278 3.9102 -0.3281 0.1468 -0.1451 0.00
H 0.6726 -3.1463 2.2032 -0.0258 0.0909 -0.0402 0.03
Te 1.9631 -0.2218 2.0580 1.9319 0.3984 -1.3248 0.80
C 2.4271 -0.0053 4.1291 -0.2546 0.1018 -0.1005 -0.02
C 2.4981 -1.1166 4.9908 -0.1351 0.6390 0.3768 0.05
C 2.3245 -0.9093 6.3672 0.3445 0.0811 -0.3005 -0.01
C 2.1695 0.3893 6.8697 -0.0035 -0.0667 -0.0190 0.04
C 2.2906 1.4947 6.0184 0.4212 -0.1317 -0.3741 0.03
C 2.4802 1.3045 4.6440 -0.3420 -0.6599 0.7366 -0.09
H 2.6693 -2.1140 4.5782 -0.2948 0.3143 0.1762 -0.01
H 2.3178 -1.7670 7.0430 -0.0221 0.2429 -0.1179 0.00
H 1.9772 0.5427 7.9330 0.0912 -0.0552 -0.2648 0.01
H 2.2350 2.5109 6.4152 -0.0039 -0.2994 -0.0430 0.00
H 2.5939 2.1434 3.9561 -0.2220 -0.1856 0.1839 0.04
```
Positions in Å, forces in eV/Å.